The following is a DFT calculation (ωB97M-V with the def2-TZVPD basis set) of a molecular structure, C54H117F9N6O8.

Energy above the lowest of the compared OMol25 structures with the same formula, charge and spin in kJ/mol: 4393.1
E_HOMO in eV: -7.2
LUMO level in eV: -0.004
Kohn-Sham gap in eV: 7.2
Total charge: 0

CARTESIAN COORDINATES (ANGSTROEM)
C 2.764 1.772 3.771
C 2.712 0.805 5.044
N 1.404 0.113 5.122
C 1.504 -1.177 5.884
C 1.679 -0.990 7.379
C 0.304 1.020 5.571
C -1.075 0.387 5.746
H 3.791 1.792 3.409
H 2.349 2.761 3.966
H 2.296 1.314 2.900
H 3.486 0.058 4.872
H 3.028 1.207 6.006
H 0.572 -1.736 5.792
H 2.239 -1.868 5.471
H 2.623 -0.576 7.734
H 1.120 -0.142 7.774
H 1.320 -1.844 7.954
H 0.142 1.817 4.845
H 0.660 1.576 6.438
H -1.148 -0.195 6.664
H -1.281 -0.254 4.889
H -1.873 1.129 5.748
C 4.538 -2.125 -5.378
C 4.918 -1.359 -4.116
N 4.303 -0.028 -3.900
C 4.703 0.945 -4.882
C 6.184 1.393 -4.705
C 2.858 -0.036 -3.620
C 2.415 -0.754 -2.317
H 5.023 -3.099 -5.446
H 4.746 -1.473 -6.226
H 3.457 -2.258 -5.327
H 4.677 -1.945 -3.229
H 5.990 -1.163 -4.146
H 4.496 0.519 -5.863
H 4.075 1.833 -4.816
H 6.248 1.661 -3.650
H 6.940 0.637 -4.915
H 6.436 2.257 -5.320
H 2.443 -0.443 -4.542
H 2.537 1.000 -3.506
H 2.251 -1.816 -2.499
H 1.499 -0.341 -1.895
H 3.072 -0.766 -1.447
C -5.962 -2.150 -3.991
C -5.683 -0.637 -3.880
N -5.547 -0.119 -2.484
C -4.490 -0.884 -1.716
C -3.068 -0.579 -2.240
C -5.474 1.340 -2.536
C -5.492 1.919 -1.129
H -6.897 -2.378 -3.479
H -5.203 -2.778 -3.523
H -6.115 -2.379 -5.045
H -4.801 -0.333 -4.444
H -6.512 -0.124 -4.367
H -4.479 -0.484 -0.703
H -4.677 -1.958 -1.701
H -2.915 -0.903 -3.270
H -2.831 0.485 -2.209
H -2.273 -0.941 -1.588
H -6.410 1.670 -2.987
H -4.693 1.880 -3.072
H -6.429 1.583 -0.685
H -5.596 2.997 -1.253
H -4.657 1.731 -0.455
C 5.270 4.776 -0.959
C 3.683 5.060 -0.982
N 3.035 4.417 0.171
C 1.749 5.113 0.317
C 0.770 4.985 -0.822
C 2.975 2.954 0.092
C 2.368 2.288 1.344
H 5.741 5.382 -1.733
H 5.504 3.717 -1.073
H 5.735 5.092 -0.025
H 3.477 6.130 -1.003
H 3.299 4.653 -1.918
H 1.891 6.150 0.621
H 1.274 4.643 1.178
H 0.659 3.956 -1.166
H 1.018 5.611 -1.679
H -0.226 5.287 -0.498
H 2.470 2.767 -0.855
H 3.982 2.536 0.061
H 2.893 2.823 2.135
H 1.298 2.485 1.404
H 2.582 1.220 1.351
C -2.124 2.001 -5.163
C -1.215 1.129 -4.201
N -1.640 -0.287 -4.075
C -1.681 -1.132 -5.295
C -2.794 -2.125 -5.386
C -0.967 -0.944 -2.975
C 0.578 -1.006 -3.172
H -1.960 1.675 -6.190
H -1.823 3.047 -5.102
H -3.157 1.975 -4.817
H -0.180 1.207 -4.534
H -1.313 1.676 -3.264
H -1.747 -0.508 -6.187
H -0.732 -1.663 -5.377
H -2.661 -2.743 -6.274
H -2.919 -2.768 -4.515
H -3.746 -1.613 -5.528
H -1.383 -1.945 -2.857
H -1.258 -0.419 -2.065
H 1.059 -0.029 -3.132
H 0.947 -1.406 -4.116
H 1.016 -1.628 -2.391
C -0.209 1.534 2.593
C 0.231 1.052 1.197
N -0.103 -0.325 0.880
C 0.590 -0.941 -0.310
C 2.062 -0.926 -0.081
C -1.531 -0.677 0.779
C -2.356 0.334 0.016
H 0.034 2.594 2.659
H 0.201 0.859 3.344
H -1.293 1.490 2.694
H -0.095 1.753 0.428
H 1.319 1.083 1.144
H 0.361 -1.989 -0.503
H 0.267 -0.439 -1.222
H 2.542 0.010 -0.368
H 2.410 -1.092 0.938
H 2.508 -1.779 -0.592
H -1.968 -0.705 1.777
H -1.658 -1.698 0.418
H -1.961 0.533 -0.980
H -2.396 1.337 0.440
H -3.356 -0.055 -0.175
C 0.995 -3.751 1.088
C 0.376 -4.452 -0.124
O -0.913 -3.920 -0.444
C -1.731 -4.438 -1.323
O -1.544 -5.538 -1.892
C -3.023 -3.635 -1.623
F -3.064 -3.318 -2.868
F -4.017 -4.512 -1.367
F -3.177 -2.586 -0.791
H 0.980 -2.663 1.033
H 2.027 -4.070 1.231
H 0.366 -4.088 1.913
H 0.233 -5.502 0.133
H 1.066 -4.387 -0.965
C -2.768 1.196 3.610
C -2.962 -0.044 2.707
O -4.333 -0.435 2.560
C -5.191 0.144 1.703
O -4.919 1.072 0.932
C -6.606 -0.416 1.714
F -7.362 0.573 2.139
F -6.996 -0.796 0.456
F -6.713 -1.530 2.507
H -1.709 1.274 3.853
H -3.332 1.000 4.522
H -3.171 2.088 3.129
H -2.397 -0.880 3.120
H -2.617 0.346 1.750
C 3.413 -3.584 2.576
C 3.740 -2.465 1.681
O 3.283 -2.649 0.361
C 4.042 -3.241 -0.587
O 5.200 -3.649 -0.423
C 3.378 -3.426 -1.940
F 2.275 -2.684 -2.017
F 4.196 -3.168 -2.953
F 3.074 -4.679 -2.040
H 3.895 -4.497 2.226
H 2.348 -3.813 2.596
H 3.696 -3.348 3.602
H 4.819 -2.312 1.698
H 3.321 -1.533 2.061
C -2.737 2.831 5.101
C -1.589 3.341 4.177
O -0.639 2.636 3.987
C -1.683 4.759 3.628
H -2.503 1.927 5.664
H -3.488 2.502 4.384
H -3.174 3.579 5.762
H -1.849 5.435 4.467
H -2.456 4.805 2.860
H -0.738 4.866 3.094
C 1.371 -1.313 3.299
C 0.439 -2.468 3.744
O 0.832 -3.196 4.639
C -0.816 -2.753 2.942
H 0.938 -0.355 3.588
H 1.502 -1.381 2.219
H 2.341 -1.413 3.786
H -1.651 -2.133 3.271
H -1.171 -3.775 3.076
H -0.676 -2.638 1.868